1.
Formula: C5H8N2
Source: the Open Molecules 2025 dataset
Level of theory: ωB97M-V/def2-TZVPD

```
15
Properties=species:S:1:pos:R:3:lowdin_charge:R:1
C 2.61029 0.13717 -0.21808 -0.055
C 1.15131 0.12517 0.07594 -0.358
C 0.02945 0.56599 -0.57530 -0.030
N -1.02986 -0.01391 0.09560 -0.154
C -2.42777 0.10824 -0.22884 -0.035
C -0.49720 -0.75191 1.09930 -0.184
N 0.80252 -0.69384 1.12330 0.089
H 3.18610 0.71869 0.50522 0.074
H 2.88075 -0.89957 -0.07117 0.069
H 2.88508 0.45913 -1.22269 0.072
H -0.13560 1.19310 -1.44394 0.120
H -2.58613 -0.12740 -1.28416 0.091
H -2.99113 -0.60336 0.37903 0.089
H -2.78630 1.11973 -0.02068 0.090
H -1.09153 -1.33723 1.78647 0.123
```

**Electronic energy**: -304.82809 Ha
**Spin multiplicity**: 1
**SMILES string**: Cc1cn(C)cn1
**Molar mass**: 96.13 g mol⁻¹
**F_max**: 0.56 eV Å⁻¹
**Relative energy (zero: lowest compared OMol25 entry of this formula, charge and spin)**: 19.43 kJ/mol


2.
Formula: C5H7FO
Source: the Open Molecules 2025 dataset
Level of theory: ωB97M-V/def2-TZVPD

```
14
Properties=species:S:1:pos:R:3:lowdin_charge:R:1
C 0.17864 -0.75902 -0.87402 -0.160
C 1.16232 -0.98656 0.24018 -0.122
C -1.12913 1.25185 -0.13237 -0.201
C -1.09470 0.38959 1.06859 0.003
C 2.15339 -0.21598 0.50779 -0.107
O -1.04848 -0.16070 -0.47932 -0.205
F 2.41859 0.91556 -0.29919 -0.033
H -0.22001 -1.87738 -1.20248 0.182
H 0.68799 -0.28322 -1.72660 0.132
H 1.16547 -1.81356 0.94870 0.120
H -2.04457 1.69187 -0.59923 0.119
H -0.30508 1.78373 -0.55449 0.092
H -2.21195 0.32094 1.50484 0.070
H 2.87360 -0.59581 1.19927 0.110
```

**Electronic energy**: -369.58059 Ha
**Spin multiplicity**: 1
**Molar mass**: 102.11 g mol⁻¹
**F_max**: 4.11 eV Å⁻¹
**Relative energy (zero: lowest compared OMol25 entry of this formula, charge and spin)**: 573.44 kJ/mol


3.
Formula: C44H61CsN10S3Te
Source: the Open Molecules 2025 dataset
Level of theory: ωB97M-V/def2-TZVPD

```
120
Properties=species:S:1:pos:R:3:lowdin_charge:R:1
Cs -0.04977 -1.19101 -0.60763 0.838
N -0.29016 -0.01261 -4.10759 -0.020
C -1.43421 -0.57334 -4.83001 -0.255
C -2.71111 0.00551 -4.24351 -0.217
N -2.97878 -0.46524 -2.87903 -0.148
C -3.59417 -1.79202 -2.96916 -0.195
C -3.96161 -2.48038 -1.66711 -0.257
N -2.80697 -2.69592 -0.80480 -0.029
C -3.81204 0.47752 -2.13143 -0.191
C -3.50843 0.56752 -0.63846 -0.263
N -2.23655 1.25878 -0.39152 -0.021
H 0.55226 -0.54463 -4.29285 0.070
H -0.49391 -0.09863 -3.11861 -0.057
H -1.46160 -1.66901 -4.80601 0.096
H -1.37086 -0.27596 -5.87914 0.113
H -3.55900 -0.22017 -4.91046 0.123
H -2.59161 1.08919 -4.21895 0.064
H -2.90754 -2.44581 -3.51143 0.097
H -4.51580 -1.72951 -3.57588 0.125
H -4.46566 -3.41382 -1.95287 0.115
H -4.70496 -1.88593 -1.12682 0.103
H -2.04990 -3.19999 -1.28317 -0.018
H -3.06792 -3.28106 -0.02123 0.041
H -4.88018 0.24074 -2.26445 0.124
H -3.66473 1.47533 -2.55458 0.097
H -3.42970 -0.42622 -0.20093 0.071
H -4.35637 1.07672 -0.16074 0.116
H -2.02322 1.20241 0.60067 0.001
H -2.33110 2.24711 -0.60853 0.021
C 3.90143 -1.07751 5.66313 -0.042
C 2.56307 -1.79584 5.44635 -0.553
C 2.21487 -2.60734 6.70249 -0.043
C 1.48111 -0.73551 5.24587 -0.056
C 2.67211 -2.75099 4.25741 -0.164
C 3.67445 -3.73814 4.27464 -0.039
C 3.81514 -4.66516 3.26433 -0.073
C 2.92888 -4.61665 2.19407 -0.476
S 2.80447 -5.62855 0.79977 1.115
C 1.41259 -4.70328 0.24116 -0.500
N 1.09384 -3.71824 1.03448 0.008
C 1.93138 -3.64362 2.14252 -0.300
C 1.80838 -2.70454 3.17427 0.038
C 0.75149 -5.08310 -1.02501 -0.303
C 1.06891 -6.34709 -1.55198 -0.102
C 0.53710 -6.75360 -2.75912 -0.109
C -0.31069 -5.88758 -3.44021 -0.110
C -0.61993 -4.65177 -2.88820 -0.176
C -0.12261 -4.17314 -1.66049 -0.179
H 3.81620 -0.37637 6.49601 0.088
H 4.18787 -0.51494 4.77225 0.074
H 4.70925 -1.77289 5.89420 0.077
H 2.14643 -1.94756 7.56998 0.085
H 2.96945 -3.36653 6.91202 0.078
H 1.25413 -3.11094 6.57828 0.091
H 1.42370 -0.10442 6.13463 0.093
H 0.49445 -1.17247 5.08433 0.072
H 1.70627 -0.08490 4.39943 0.060
H 4.36065 -3.78243 5.11076 0.107
H 4.59483 -5.41433 3.30988 0.110
H 1.01946 -1.96282 3.10863 0.066
H 1.72045 -7.03236 -1.01847 0.067
H 0.77703 -7.72900 -3.16299 0.095
H -0.73123 -6.18512 -4.39551 0.094
H -1.30047 -4.02152 -3.46500 0.055
S -1.50993 -0.56860 2.65786 0.571
C -2.16438 -2.09685 2.62919 -1.160
N -1.56942 -3.19463 2.19214 -0.053
C -2.24691 -4.46721 2.38034 -0.210
C -3.72813 -4.14497 2.57054 -0.419
S -3.77095 -2.44907 3.23394 0.931
H -0.62716 -3.17528 1.79282 0.063
H -1.83700 -4.97609 3.25692 0.125
H -2.08431 -5.10055 1.50706 0.126
H -4.20962 -4.82507 3.26780 0.077
H -4.26940 -4.16732 1.62541 0.066
C 3.07691 0.89928 0.50441 -0.184
N 1.68999 1.37673 0.56642 -0.130
C 1.63864 2.70765 -0.04449 -0.208
N 2.53243 3.65995 0.62040 -0.079
C 3.89500 3.12331 0.55510 -0.170
N 4.00641 1.80299 1.18292 -0.081
C 3.57498 1.92613 2.57897 -0.168
N 2.20545 2.43314 2.69715 -0.076
C 1.31935 1.51602 1.98007 -0.207
C 2.14115 3.73743 2.03146 -0.169
H 3.37244 0.80933 -0.54412 0.128
H 3.13620 -0.08783 0.97289 0.126
H 0.61410 3.07863 0.01598 0.099
H 1.91492 2.63176 -1.09813 0.100
H 4.57329 3.81308 1.06147 0.125
H 4.19466 3.04367 -0.49217 0.126
H 4.25212 2.60485 3.10156 0.127
H 3.62995 0.94319 3.05249 0.108
H 0.29419 1.88860 2.04440 0.115
H 1.35377 0.53130 2.44923 0.080
H 2.80787 4.43206 2.54702 0.125
H 1.11915 4.11880 2.09326 0.125
Te -0.65814 3.26492 -3.08194 1.407
C -0.31612 4.73423 -4.56869 -0.536
C 0.90366 4.78424 -5.23284 -0.149
C 1.12419 5.73800 -6.21888 -0.092
C 0.13256 6.65343 -6.53544 -0.092
C -1.08598 6.60917 -5.86949 -0.088
C -1.31340 5.64750 -4.89731 -0.140
C -1.11908 4.68936 -1.58002 -0.547
C -2.43039 4.85234 -1.14274 -0.162
C -2.72639 5.75404 -0.12716 -0.085
C -1.71271 6.50271 0.45201 -0.085
C -0.40277 6.34890 0.01535 -0.082
C -0.10578 5.44351 -0.99257 -0.150
H 1.68690 4.08144 -4.97743 0.089
H 2.07648 5.76806 -6.73288 0.102
H 0.30672 7.40096 -7.29843 0.101
H -1.86399 7.32132 -6.11344 0.103
H -2.26871 5.61102 -4.38785 0.095
H -3.22726 4.27605 -1.59914 0.089
H -3.74925 5.87020 0.20790 0.103
H -1.94136 7.20487 1.24341 0.102
H 0.39383 6.92731 0.46630 0.106
H 0.92234 5.31272 -1.30666 0.097
```

**Electronic energy**: -3743.49986 Ha
**Spin multiplicity**: 1
**Molar mass**: 1086.75 g mol⁻¹
**F_max**: 0.22 eV Å⁻¹
**Relative energy (zero: lowest compared OMol25 entry of this formula, charge and spin)**: 33.93 kJ/mol


4.
Formula: C4H9N3
Source: the Open Molecules 2025 dataset
Level of theory: ωB97M-V/def2-TZVPD

```
16
Properties=species:S:1:pos:R:3:lowdin_charge:R:1
C -2.28223 -0.38524 0.77251 -0.126
C -1.33782 -0.50150 -0.19862 -0.173
C 1.56696 0.29516 0.77408 -0.130
C 1.34358 -0.41910 -0.50939 -0.406
N -3.17584 0.33966 -0.09049 0.009
N -1.94208 0.42446 -0.99390 0.001
N 0.27425 -1.33235 -0.59676 0.004
H -2.53532 -0.92348 1.62387 0.062
H 2.23701 1.03230 0.51970 0.039
H 0.69992 0.66206 1.27866 0.060
H 2.02840 -0.32869 1.55697 0.080
H 1.12947 0.44695 -1.26953 0.130
H 2.33988 -0.96598 -0.88821 0.153
H -3.53925 1.30458 -0.00838 0.115
H -1.96473 0.25126 -1.96179 0.099
H 0.33855 -2.11759 0.07669 0.084
```

**Electronic energy**: -321.87220 Ha
**Spin multiplicity**: 1
**Molar mass**: 99.14 g mol⁻¹
**F_max**: 5.23 eV Å⁻¹
**Relative energy (zero: lowest compared OMol25 entry of this formula, charge and spin)**: 572.76 kJ/mol


Number 1: LUMO 0.89 eV. Number 2: LUMO 0.91 eV. Number 3: LUMO 0.23 eV. Number 4: LUMO 1.23 eV.